[1]
Here is a single C15H18N2 molecule from OMol25. Energies are from wB97M-V/def2-TZVPD.

ORCA input file:
```
! RIJCOSX wB97M-V def2-TZVPD def2/J DEFGRID3
* xyz 0 1
C -3.538 -1.841 0.475
C -3.791 -0.496 0.270
C -2.826 0.334 -0.269
C -1.572 -0.173 -0.620
N -0.590 0.594 -1.205
C -0.562 2.032 -1.136
C -0.402 2.616 0.278
C 0.977 2.382 0.913
N 1.205 1.032 1.356
C 1.834 0.031 0.659
C 1.709 -1.285 1.125
C 2.354 -2.327 0.493
C 3.140 -2.094 -0.625
C 3.274 -0.799 -1.094
C 2.634 0.254 -0.466
C -1.331 -1.537 -0.419
C -2.300 -2.355 0.121
H -4.295 -2.481 0.902
H -4.754 -0.082 0.535
H -3.057 1.377 -0.424
H 0.316 0.149 -1.234
H 0.263 2.374 -1.766
H -1.490 2.419 -1.570
H -0.572 3.693 0.221
H -1.168 2.187 0.928
H 1.064 3.035 1.791
H 1.762 2.670 0.213
H 0.550 0.707 2.052
H 1.090 -1.476 1.990
H 2.237 -3.332 0.872
H 3.640 -2.911 -1.123
H 3.885 -0.601 -1.963
H 2.768 1.251 -0.857
H -0.367 -1.943 -0.692
H -2.088 -3.404 0.270
*
```

As for the structure (SMILES): c1ccc(NCCCNc2ccccc2)cc1. Its HOMO energy is -7.562 eV. The energy above the lowest of the compared OMol25 structures with the same formula, charge and spin is 16.7 kcal per mole. The calculation puts the gap between HOMO and LUMO at 8.49 eV.

***

[2]
Here is a molecular structure, C6H5CuN2O5S in a non-equilibrium geometry from OMol25. Energies are from wB97M-V/def2-TZVPD.

ORCA input file:
```
! RIJCOSX wB97M-V def2-TZVPD def2/J DEFGRID3
* xyz 1 2
O 1.909 -1.418 -2.745
C 0.975 -0.915 -2.323
Cu -1.164 0.339 -1.585
O 1.372 2.291 0.229
C 0.714 1.418 -0.170
C -2.377 1.040 -0.348
O -3.222 1.431 0.321
C -2.182 -1.266 -2.162
O -3.364 -1.443 -2.096
C -1.127 1.455 -3.085
O -1.307 2.056 -4.041
H -1.507 -2.087 -2.653
N 0.543 -0.203 3.383
C 1.188 -0.360 2.221
N 2.531 -0.218 2.224
S 0.373 -0.692 0.752
H 1.023 -0.358 4.265
H -0.464 -0.308 3.403
H 3.011 -0.369 1.350
H 3.077 -0.392 3.060
*
```

Its HOMO energy (spin up / spin down) is -11.737 / -11.750 eV. The energy above the lowest of the compared OMol25 structures with the same formula, charge and spin is 0.0 kcal per mole. The calculation puts the gap between HOMO and LUMO (spin up / spin down) at 7.77 / 5.99 eV. The expectation value of S² is 0.75.

***

[3]
Here is a molecular structure, C55H54N6O5PPdS3Se from OMol25. Energies are from wB97M-V/def2-TZVPD.

ORCA input file:
```
! RIJCOSX wB97M-V def2-TZVPD def2/J DEFGRID3
* xyz 1 1
Pd -1.027 -0.645 0.316
N 1.026 -0.404 0.357
S 2.327 0.080 -0.035
N 2.543 1.573 -0.734
S 1.699 2.095 -1.917
N 0.377 2.860 -1.648
S -0.590 2.554 -0.353
N -1.253 1.273 -0.206
C 0.393 3.170 1.013
C 1.062 4.384 0.915
C 1.776 4.839 2.009
C 1.813 4.087 3.182
C 1.140 2.878 3.260
C 0.420 2.410 2.166
C -1.743 3.891 -0.600
C -2.489 4.247 0.517
C -3.464 5.222 0.396
C -3.693 5.826 -0.835
C -2.943 5.460 -1.942
C -1.957 4.488 -1.829
C 1.414 0.870 -3.164
C 0.207 0.191 -3.154
C 0.009 -0.817 -4.086
C 1.005 -1.125 -4.999
C 2.216 -0.438 -4.987
C 2.432 0.567 -4.063
C 2.739 3.297 -2.695
C 4.086 3.339 -2.381
C 4.888 4.274 -3.022
C 4.337 5.134 -3.960
C 2.982 5.074 -4.264
C 2.169 4.150 -3.630
C 3.255 -0.991 -1.132
C 2.597 -2.101 -1.624
C 3.286 -2.965 -2.468
C 4.607 -2.708 -2.799
C 5.255 -1.583 -2.292
C 4.578 -0.716 -1.453
C 3.461 0.305 1.325
C 3.962 1.537 1.702
C 4.753 1.617 2.841
C 5.029 0.479 3.584
C 4.513 -0.753 3.195
C 3.723 -0.843 2.063
H 1.021 4.966 0.001
H 2.300 5.785 1.955
H 2.369 4.454 4.036
H 1.169 2.290 4.169
H -0.112 1.470 2.210
H -2.296 3.780 1.476
H -4.042 5.516 1.263
H -4.455 6.588 -0.928
H -3.120 5.933 -2.899
H -1.364 4.196 -2.685
H -0.560 0.434 -2.429
H -0.916 -1.376 -4.069
H 0.845 -1.911 -5.726
H 2.992 -0.684 -5.699
H 3.373 1.105 -4.051
H 4.490 2.662 -1.640
H 5.942 4.328 -2.784
H 4.966 5.861 -4.458
H 2.557 5.749 -4.995
H 1.111 4.094 -3.853
H 1.553 -2.276 -1.370
H 2.780 -3.839 -2.859
H 5.143 -3.387 -3.450
H 6.290 -1.390 -2.546
H 5.077 0.154 -1.040
H 3.729 2.425 1.126
H 5.149 2.577 3.148
H 5.646 0.550 4.470
H 4.726 -1.641 3.775
H 3.308 -1.797 1.753
Se -2.561 0.438 4.122
N -1.214 -0.303 3.214
C -0.810 -1.337 3.913
C 0.245 -2.218 3.496
C 0.569 -3.252 4.302
C -0.117 -3.490 5.548
C -1.127 -2.700 5.973
C -1.514 -1.585 5.159
N -2.482 -0.750 5.454
H 0.717 -2.034 2.541
H 1.354 -3.940 4.014
H 0.191 -4.340 6.143
H -1.657 -2.878 6.900
C -5.455 1.308 1.608
C -4.274 1.251 0.671
O -4.250 -0.018 -0.008
P -3.161 -1.144 0.301
O -3.551 -1.821 1.676
C -4.804 -2.527 1.864
C -5.165 -2.480 3.326
O -3.599 -2.244 -0.755
C -3.660 -1.926 -2.169
C -5.101 -1.862 -2.612
H -5.471 2.262 2.139
H -5.392 0.509 2.348
H -6.392 1.206 1.061
H -3.323 1.382 1.192
H -4.327 2.007 -0.110
H -4.643 -3.549 1.521
H -5.570 -2.069 1.237
H -4.351 -2.873 3.937
H -6.052 -3.089 3.503
H -5.380 -1.462 3.653
H -3.104 -2.716 -2.667
H -3.136 -0.985 -2.351
H -5.612 -2.798 -2.381
H -5.150 -1.707 -3.692
H -5.625 -1.043 -2.120
O -0.669 -2.604 -1.614
C -0.731 -3.220 -0.545
O -0.884 -2.638 0.608
C -0.618 -4.710 -0.485
C -0.385 -5.422 -1.658
C -0.270 -6.802 -1.621
C -0.389 -7.475 -0.411
C -0.623 -6.767 0.760
C -0.737 -5.386 0.725
H -0.303 -4.873 -2.587
H -0.091 -7.358 -2.533
H -0.302 -8.554 -0.383
H -0.717 -7.297 1.700
H -0.918 -4.817 1.628
*
```

Its HOMO energy is -10.290 eV. The energy above the lowest of the compared OMol25 structures with the same formula, charge and spin is 0.0 kcal per mole. The calculation puts the gap between HOMO and LUMO at 8.00 eV.

***

[4]
Here is 2 unconnected molecules or ions with the total composition C3H11NO3 in a non-equilibrium geometry from OMol25. Energies are from wB97M-V/def2-TZVPD.

ORCA input file:
```
! RIJCOSX wB97M-V def2-TZVPD def2/J DEFGRID3
* xyz 0 1
N 0.925 -1.455 0.193
C 0.484 -0.106 -0.108
C -0.256 0.455 1.141
O -1.338 -0.299 1.547
C 1.670 0.826 -0.348
O 2.397 0.541 -1.538
H 0.573 -1.775 1.039
H 0.944 -2.079 -0.591
H -0.147 -0.041 -1.000
H -0.449 1.482 0.874
H 0.485 0.465 1.924
H -1.866 -0.797 0.926
H 2.385 0.669 0.467
H 1.496 1.889 -0.251
H 1.769 0.510 -2.265
O -3.024 0.109 -0.649
H -3.865 0.090 -1.123
H -3.210 0.654 0.121
*
```

As for the structure (SMILES): NC(CO)CO.O. Its HOMO energy is -8.917 eV. The energy above the lowest of the compared OMol25 structures with the same formula, charge and spin is 44.9 kcal per mole. The calculation puts the gap between HOMO and LUMO at 9.37 eV.

***

[5]
Here is 8 unconnected molecules or ions with the total composition BrH14O7 from OMol25. Energies are from wB97M-V/def2-TZVPD.

ORCA input file:
```
! RIJCOSX wB97M-V def2-TZVPD def2/J DEFGRID3
* xyz -1 1
Br -0.342 -0.402 0.079
O 4.211 1.927 -4.060
H 4.610 2.719 -3.701
H 3.463 1.754 -3.489
O 4.213 2.849 2.022
H 3.457 2.433 1.607
H 3.919 3.051 2.910
O -0.807 5.632 -0.010
H -0.714 5.746 0.936
H -0.908 4.687 -0.128
O -3.102 -4.361 -2.670
H -2.667 -3.643 -2.209
H -2.655 -5.149 -2.362
O 1.816 -2.606 4.992
H 1.498 -2.238 4.168
H 1.165 -2.338 5.641
O -4.276 2.433 -3.504
H -5.126 2.244 -3.107
H -3.645 1.972 -2.952
O -1.423 -5.615 2.330
H -1.165 -4.820 1.863
H -1.522 -6.275 1.644
*
```

Its HOMO energy is -4.253 eV. The energy above the lowest of the compared OMol25 structures with the same formula, charge and spin is 51.3 kcal per mole. The calculation puts the gap between HOMO and LUMO at 6.95 eV.

***

Please write out number 4 again, unchanged.
Here is 2 unconnected molecules or ions with the total composition C3H11NO3 in a non-equilibrium geometry from OMol25. Energies are from wB97M-V/def2-TZVPD.

ORCA input file:
```
! RIJCOSX wB97M-V def2-TZVPD def2/J DEFGRID3
* xyz 0 1
N 0.925 -1.455 0.193
C 0.484 -0.106 -0.108
C -0.256 0.455 1.141
O -1.338 -0.299 1.547
C 1.670 0.826 -0.348
O 2.397 0.541 -1.538
H 0.573 -1.775 1.039
H 0.944 -2.079 -0.591
H -0.147 -0.041 -1.000
H -0.449 1.482 0.874
H 0.485 0.465 1.924
H -1.866 -0.797 0.926
H 2.385 0.669 0.467
H 1.496 1.889 -0.251
H 1.769 0.510 -2.265
O -3.024 0.109 -0.649
H -3.865 0.090 -1.123
H -3.210 0.654 0.121
*
```

As for the structure (SMILES): NC(CO)CO.O. Its HOMO energy is -8.917 eV. The energy above the lowest of the compared OMol25 structures with the same formula, charge and spin is 44.9 kcal per mole. The calculation puts the gap between HOMO and LUMO at 9.37 eV.